1.
Formula: C36H49B2N7O16Pb
Source: OMol25
Level of theory: wB97M-V/def2-TZVPD

Summary:
- Highest occupied orbital energy: -9.451 eV
- Relative energy (zero: lowest compared OMol25 entry of this formula, charge and spin): 0.0 kcal per mole
- Net charge: 0
- Orbital gap: 0.3389 hartree

Geometry as XYZ:
```
111
C36H49B2N7O16Pb wB97M-V/def2-TZVPD
Pb 0.375 0.226 0.337
O -1.626 -0.311 -1.511
C -2.054 -1.092 -2.361
O -2.251 -2.417 -2.225
B -2.902 -2.955 -3.423
O -2.972 -1.840 -4.356
C -2.452 -0.744 -3.792
O -2.446 0.386 -4.337
O -4.286 -3.466 -3.092
C -4.377 -4.714 -3.529
O -5.301 -5.510 -3.305
C -3.006 -5.164 -4.103
O -2.158 -4.122 -4.024
O -2.779 -6.296 -4.504
O -1.109 -0.532 5.270
C -0.685 0.632 5.243
O -0.779 1.534 6.178
B -0.082 2.773 5.813
O 0.290 2.528 4.407
C 0.003 1.271 4.018
O 0.229 0.745 2.902
O -0.896 3.979 5.917
C -0.225 4.950 6.627
O -0.608 6.075 6.853
C 1.065 4.263 7.164
O 1.075 3.034 6.648
O 1.977 4.766 7.825
C 1.393 -0.795 -5.258
C 2.067 0.590 -5.318
C 1.315 1.650 -4.511
C 1.311 1.407 -3.064
N 1.296 1.238 -1.921
H 1.245 -1.188 -4.252
H 1.911 -1.569 -5.824
H 0.402 -0.743 -5.709
H 2.094 0.973 -6.338
H 3.115 0.514 -5.030
H 0.268 1.664 -4.814
H 1.723 2.649 -4.670
C 1.725 5.697 3.143
C 2.149 5.960 1.682
C 2.899 4.765 0.990
C 2.111 3.510 0.924
N 1.519 2.524 0.926
H 2.636 5.524 3.716
H 1.077 4.822 3.193
H 1.215 6.524 3.637
H 2.812 6.825 1.686
H 1.336 6.334 1.060
H 3.732 4.522 1.648
H 3.253 5.118 0.021
C -4.397 2.747 -2.529
C -4.530 3.659 -1.288
C -3.973 2.986 0.051
C -2.570 2.496 -0.007
N -1.502 2.163 -0.050
H -3.384 2.408 -2.746
H -4.780 3.181 -3.452
H -5.047 1.892 -2.345
H -5.600 3.815 -1.150
H -4.068 4.629 -1.469
H -4.630 2.164 0.336
H -4.164 3.701 0.851
C -5.215 -1.581 -0.114
C -5.163 -1.863 1.386
C -4.307 -0.981 2.219
C -2.942 -0.948 1.767
N -1.852 -0.869 1.332
H -4.222 -1.666 -0.553
H -5.527 -0.549 -0.278
H -5.937 -2.219 -0.623
H -5.022 -2.935 1.519
H -6.192 -1.875 1.745
H -4.346 -1.354 3.243
H -4.611 0.066 2.240
C 2.177 -1.587 5.575
C 2.169 -2.997 5.044
C 0.933 -3.286 4.115
C 0.989 -2.513 2.887
N 1.067 -1.915 1.935
H 1.355 -1.339 6.247
H 2.041 -0.973 4.685
H 3.122 -1.327 6.053
H 2.259 -3.655 5.908
H 3.073 -3.224 4.479
H -0.028 -3.135 4.608
H 0.965 -4.323 3.780
C 4.430 -0.892 -2.739
C 5.540 -0.118 -2.015
C 5.463 -0.271 -0.467
C 4.101 -0.145 0.127
N 3.030 -0.053 0.564
H 3.531 -0.276 -2.752
H 4.197 -1.876 -2.330
H 4.760 -1.035 -3.768
H 5.505 0.931 -2.312
H 6.504 -0.485 -2.367
H 6.047 0.503 0.029
H 5.928 -1.197 -0.127
C 0.776 -4.627 -3.975
C 2.064 -4.566 -3.234
C 1.945 -4.234 -1.713
C 1.449 -2.825 -1.425
N 1.053 -1.730 -1.232
H 0.950 -4.843 -5.029
H 0.296 -3.649 -3.953
H 0.155 -5.465 -3.661
H 2.637 -3.783 -3.731
H 2.701 -5.441 -3.359
H 2.916 -4.276 -1.219
H 1.256 -4.953 -1.270
```

***

2.
Formula: C4H12O3
Source: OMol25
Level of theory: wB97M-V/def2-TZVPD

Summary:
- Highest occupied orbital energy: -9.665 eV
- Relative energy (zero: lowest compared OMol25 entry of this formula, charge and spin): 56.2 kcal per mole
- Net charge: 0
- SMILES: CC(C)C=O.O.O
- Orbital gap: 0.3844 hartree

Geometry as XYZ:
```
19
C4H12O3 wB97M-V/def2-TZVPD
C 0.503 -1.699 -1.219
C 0.465 -0.433 -0.415
C 0.697 0.784 -1.322
C 1.626 -0.306 0.574
O 1.311 0.257 1.562
H 1.530 -1.756 -1.668
H -0.185 -1.574 -2.082
H 0.275 -2.523 -0.528
H -0.651 -0.286 -0.015
H -0.114 1.066 -1.777
H 1.453 0.569 -2.226
H 0.948 1.671 -0.717
H 2.620 -0.582 0.135
O -1.675 1.597 0.617
H -1.398 1.632 1.445
H -2.559 1.580 0.519
O -1.909 -0.074 2.621
H -1.075 0.433 2.720
H -1.861 -0.356 1.776
```

***

3.
Formula: C21H20FNO4S
Source: OMol25
Level of theory: wB97M-V/def2-TZVPD

Summary:
- Highest occupied orbital energy: -8.973 eV
- Relative energy (zero: lowest compared OMol25 entry of this formula, charge and spin): 0.6 kcal per mole
- Net charge: 0
- SMILES: O=C(NCCc1ccccc1)c1ccc(CS(=O)(=O)Cc2ccccc2F)o1
- Orbital gap: 0.3455 hartree

Geometry as XYZ:
```
48
C21H20FNO4S wB97M-V/def2-TZVPD
O -2.467 -2.816 1.439
C -1.900 -2.317 0.487
N -2.461 -1.390 -0.326
C -3.761 -0.817 -0.082
C -3.661 0.573 0.567
C -2.743 1.482 -0.204
C -1.578 1.967 0.375
C -0.716 2.780 -0.342
C -1.005 3.112 -1.654
C -2.167 2.638 -2.240
C -3.030 1.832 -1.520
C -0.523 -2.680 0.107
C 0.354 -3.549 0.700
C 1.546 -3.488 -0.050
C 1.325 -2.589 -1.057
C 2.208 -2.056 -2.098
S 3.153 -0.599 -1.433
O 3.892 -0.057 -2.537
O 3.878 -1.043 -0.279
C 1.858 0.625 -0.921
C 1.943 0.780 0.549
C 1.065 0.155 1.427
C 1.230 0.265 2.797
C 2.284 0.998 3.316
C 3.174 1.630 2.464
C 2.993 1.508 1.101
F 3.846 2.137 0.269
O 0.070 -2.089 -0.967
H -1.899 -0.971 -1.051
H -4.299 -0.756 -1.033
H -4.289 -1.500 0.587
H -3.289 0.460 1.586
H -4.664 1.003 0.614
H -1.343 1.714 1.399
H 0.181 3.153 0.130
H -0.333 3.743 -2.215
H -2.404 2.902 -3.260
H -3.941 1.478 -1.981
H 0.153 -4.147 1.564
H 2.453 -4.028 0.127
H 2.977 -2.765 -2.389
H 1.670 -1.687 -2.966
H 2.120 1.531 -1.460
H 0.900 0.240 -1.253
H 0.239 -0.416 1.035
H 0.536 -0.230 3.457
H 2.417 1.078 4.384
H 4.006 2.205 2.840
```

***

4.
Formula: C57H88F18N10O12S6
Source: OMol25
Level of theory: wB97M-V/def2-TZVPD

Summary:
- Highest occupied orbital energy: -12.410 eV
- Net charge: +4
- Orbital gap: 0.0992 hartree

Geometry as XYZ:
```
191
C57H88F18N10O12S6 wB97M-V/def2-TZVPD
C -0.491 -5.597 -4.138
C 0.566 -6.287 -3.307
C 0.023 -7.291 -2.297
N 0.980 -7.647 -1.189
C 0.354 -8.817 -0.434
C -0.918 -8.436 0.224
C -0.813 -7.206 1.110
C -0.039 -6.055 0.460
C 1.212 -6.471 -0.265
C 2.257 -8.052 -1.776
H -1.115 -4.847 -3.634
H -1.303 -6.293 -4.397
H -0.036 -5.176 -5.026
H 1.170 -5.546 -2.769
H 1.285 -6.795 -3.952
H -0.197 -8.224 -2.812
H -0.854 -6.872 -1.818
H 0.212 -9.583 -1.192
H 1.182 -9.104 0.214
H -1.708 -8.279 -0.522
H -1.342 -9.294 0.751
H -1.779 -6.841 1.457
H -0.271 -7.485 2.024
H -0.653 -5.318 -0.083
H 0.223 -5.356 1.269
H 1.506 -5.684 -0.948
H 1.980 -6.751 0.451
H 2.890 -7.252 -2.148
H 2.090 -8.788 -2.562
H 2.847 -8.556 -1.005
C 3.289 -2.767 5.577
C 1.958 -2.957 6.307
C 1.009 -1.806 5.942
N -0.460 -2.079 6.037
C -1.148 -0.833 5.592
C -2.575 -1.005 5.125
C -2.657 -2.148 4.154
C -2.181 -3.424 4.771
C -0.738 -3.262 5.219
C -0.817 -2.417 7.451
H 4.010 -2.063 5.961
H 3.135 -2.842 4.499
H 3.779 -3.749 5.720
H 2.118 -2.895 7.389
H 1.513 -3.936 6.155
H 1.236 -1.516 4.916
H 1.139 -0.970 6.629
H -0.529 -0.411 4.803
H -1.080 -0.167 6.454
H -2.691 -0.109 4.504
H -3.301 -0.985 5.933
H -2.038 -1.912 3.282
H -3.699 -2.252 3.845
H -2.249 -4.329 4.176
H -2.821 -3.552 5.654
H -0.165 -3.152 4.292
H -0.416 -4.197 5.660
H -0.385 -1.628 8.068
H -0.239 -3.298 7.710
H -1.890 -2.494 7.527
C -3.488 4.143 0.287
C -4.648 3.913 -0.725
C -5.806 3.143 -0.163
N -7.061 3.198 -0.993
C -6.748 2.590 -2.360
C -7.990 2.359 -3.214
C -8.947 1.412 -2.524
C -9.292 1.918 -1.117
C -8.012 2.246 -0.300
C -7.622 4.532 -1.137
H -2.911 3.228 0.346
H -3.942 4.264 1.276
H -2.994 5.037 -0.066
H -4.167 3.531 -1.631
H -5.023 4.887 -1.052
H -6.132 3.623 0.764
H -5.606 2.093 0.015
H -6.226 1.661 -2.139
H -6.119 3.345 -2.833
H -7.654 1.953 -4.170
H -8.524 3.280 -3.452
H -8.541 0.394 -2.371
H -9.849 1.195 -3.097
H -9.854 1.200 -0.529
H -9.774 2.903 -1.189
H -7.526 1.294 -0.089
H -8.299 2.755 0.619
H -8.444 4.551 -1.831
H -6.834 5.228 -1.390
H -7.972 4.799 -0.137
C -1.487 -4.913 -9.037
N -0.830 -4.022 -8.046
C 0.439 -3.658 -8.242
C 1.129 -2.955 -7.275
C 0.451 -2.530 -6.131
C -0.904 -2.736 -6.057
C -1.513 -3.570 -6.972
C 1.141 -1.702 -5.130
C 1.948 -0.651 -5.505
C 2.493 0.175 -4.571
N 2.199 -0.027 -3.263
C 1.473 -1.058 -2.875
C 0.917 -1.948 -3.768
C 2.701 0.903 -2.214
H -2.556 -4.755 -9.046
H -1.293 -5.947 -8.729
H -1.009 -4.838 -10.007
H 0.933 -4.059 -9.117
H 2.127 -2.592 -7.483
H -1.493 -2.426 -5.203
H -2.541 -3.900 -6.922
H 2.175 -0.527 -6.555
H 2.972 1.125 -4.781
H 1.097 -0.958 -1.855
H 0.227 -2.704 -3.423
H 2.749 0.349 -1.292
H 2.185 1.861 -2.186
H 3.711 1.100 -2.519
C -2.456 10.278 5.121
N -1.861 9.071 4.521
C -1.965 8.863 3.176
C -1.180 7.934 2.563
C -0.464 7.013 3.319
C -0.459 7.198 4.709
C -1.100 8.278 5.263
C 0.377 5.962 2.698
C 0.516 4.705 3.277
C 1.291 3.768 2.655
N 1.860 4.027 1.481
C 1.678 5.222 0.872
C 0.860 6.173 1.441
C 2.658 2.930 0.860
H -1.717 11.069 5.016
H -2.710 10.097 6.155
H -3.311 10.540 4.508
H -2.700 9.470 2.667
H -1.330 7.752 1.506
H 0.105 6.576 5.391
H -1.087 8.403 6.337
H 0.063 4.443 4.222
H 1.610 2.877 3.179
H 2.088 5.403 -0.115
H 0.665 7.083 0.892
H 2.935 3.174 -0.160
H 1.997 2.054 0.974
H 3.601 2.738 1.375
C 0.099 5.255 -2.451
F -0.305 5.513 -1.196
F 0.288 3.928 -2.573
F -0.875 5.593 -3.275
S 1.612 6.233 -2.951
O 1.518 6.325 -4.368
O 1.500 7.424 -2.176
N 2.791 5.236 -2.442
S 4.209 5.940 -2.767
O 4.353 6.291 -4.148
O 4.579 6.942 -1.808
C 5.457 4.589 -2.670
F 5.313 3.785 -3.760
F 6.639 5.110 -2.648
F 5.301 3.800 -1.538
C 2.492 -2.474 0.416
F 3.314 -3.214 1.050
F 2.918 -2.103 -0.773
F 1.367 -3.190 0.253
S 2.034 -0.943 1.400
O 1.394 -1.490 2.561
O 3.211 -0.181 1.616
N 1.030 -0.166 0.308
S -0.445 -0.342 0.892
O -0.944 -1.708 0.897
O -0.690 0.324 2.164
C -1.438 0.620 -0.328
F -2.700 0.688 0.007
F -0.934 1.831 -0.422
F -1.298 0.020 -1.542
C 10.775 0.801 2.228
F 11.201 -0.164 3.038
F 9.687 1.380 2.773
F 11.771 1.721 2.113
S 10.472 0.158 0.536
O 10.275 1.313 -0.273
O 11.632 -0.614 0.253
N 9.153 -0.744 0.846
S 8.007 -0.333 -0.163
O 7.318 0.893 0.195
O 8.303 -0.499 -1.551
C 6.731 -1.605 0.142
F 7.111 -2.801 -0.186
F 6.309 -1.661 1.412
F 5.697 -1.231 -0.625
```

***

5.
Formula: C35H26N6O11PbS4Te
Source: OMol25
Level of theory: wB97M-V/def2-TZVPD

Summary:
- Highest occupied orbital energy: -8.028 eV
- Relative energy (zero: lowest compared OMol25 entry of this formula, charge and spin): 23.8 kcal per mole
- Net charge: 0
- Orbital gap: 0.2672 hartree

Geometry as XYZ:
```
84
C35H26N6O11PbS4Te wB97M-V/def2-TZVPD
Pb 0.710 1.475 1.701
O 3.839 5.150 0.732
S 3.225 3.885 0.507
O 1.889 3.689 1.063
O 3.105 3.557 -0.982
C 4.435 2.623 1.017
C 5.531 2.683 0.135
C 6.550 1.763 0.181
C 6.507 0.739 1.118
C 5.477 0.693 2.027
C 4.435 1.636 2.019
S 3.301 1.347 3.399
O 4.144 1.056 4.519
O 2.529 0.169 2.913
O 2.415 2.494 3.517
H 5.567 3.481 -0.595
H 7.375 1.840 -0.516
H 7.296 -0.003 1.156
H 5.464 -0.062 2.802
N -0.811 -2.897 2.994
C -2.076 -2.965 3.625
C -2.565 -4.192 4.036
C -3.808 -4.282 4.650
C -4.565 -3.140 4.845
C -4.074 -1.909 4.424
C -2.832 -1.818 3.821
S -2.244 -0.235 3.310
N -0.809 -0.608 2.470
C -0.295 -1.772 2.418
C 0.989 -1.964 1.655
C 1.842 -3.010 1.963
C 3.023 -3.146 1.251
C 3.306 -2.241 0.249
C 2.406 -1.212 0.025
N 1.272 -1.065 0.709
H -0.367 -3.774 2.793
H -1.966 -5.085 3.883
H -4.180 -5.247 4.967
H -5.535 -3.198 5.320
H -4.660 -1.009 4.569
H 1.632 -3.680 2.785
H 3.717 -3.940 1.495
H 4.215 -2.305 -0.334
H 2.617 -0.452 -0.720
Te 1.331 2.309 -1.457
C 2.566 1.755 -3.108
C 3.861 2.143 -3.308
C 4.397 1.710 -4.557
C 3.498 1.007 -5.292
S 2.007 0.871 -4.478
H 4.418 2.725 -2.592
H 5.407 1.923 -4.883
H 3.625 0.562 -6.268
O -2.563 2.680 1.449
C -2.251 1.890 0.563
O -1.082 1.746 0.051
C -3.252 0.885 0.049
C -4.582 1.247 -0.117
C -5.482 0.356 -0.684
C -5.024 -0.896 -1.047
C -3.722 -1.304 -0.838
C -2.833 -0.398 -0.290
N -5.955 -1.832 -1.717
O -7.143 -1.601 -1.637
O -5.472 -2.780 -2.305
H -4.894 2.239 0.184
H -6.516 0.618 -0.858
H -3.423 -2.304 -1.121
H -1.796 -0.671 -0.129
N -3.784 2.884 -3.966
C -3.801 1.553 -3.702
O -4.817 0.890 -3.716
C -2.484 0.896 -3.385
C -2.411 -0.484 -3.498
C -1.257 -1.138 -3.113
C -0.211 -0.393 -2.606
N -0.262 0.941 -2.523
C -1.383 1.575 -2.901
H -4.666 3.345 -4.108
H -2.946 3.435 -3.961
H -3.277 -1.024 -3.859
H -1.171 -2.215 -3.178
H 0.701 -0.860 -2.256
H -1.375 2.648 -2.755
```

***

6.
Formula: C6H12
Source: OMol25
Level of theory: wB97M-V/def2-TZVPD

Summary:
- Highest occupied orbital energy: -9.835 eV
- Relative energy (zero: lowest compared OMol25 entry of this formula, charge and spin): 24.7 kcal per mole
- Net charge: 0
- SMILES: CC[C@H]1C[C@H]1C
- Orbital gap: 0.4068 hartree

Geometry as XYZ:
```
18
C6H12 wB97M-V/def2-TZVPD
C 1.748 1.040 -0.506
C 1.384 -0.267 0.219
C 0.168 -0.892 -0.430
C -0.936 -1.597 0.313
C -1.176 -0.257 -0.330
C -1.519 0.924 0.535
H 1.871 0.824 -1.574
H 0.945 1.785 -0.412
H 2.657 1.541 -0.156
H 1.226 -0.098 1.289
H 2.188 -1.006 0.163
H 0.353 -1.280 -1.432
H -0.881 -1.606 1.398
H -1.403 -2.489 -0.100
H -1.716 -0.274 -1.266
H -2.566 0.791 0.819
H -1.421 1.888 0.019
H -0.920 0.973 1.452
```

***

highest occupied orbital energy of number 6 (C6H12)? -9.835 eV

***

Look up the net charge of the fourth one. +4

***

The highest orbital gap belongs to which entry? C6H12

***

What is the formula in the second record? C4H12O3